1.
The following is a DFT calculation (the ωB97M-V functional and the def2-TZVPD basis) of one molecule with the formula H4NO3PS in a non-equilibrium geometry.

HOMO energy in Ha: -0.33598
HOMO-LUMO gap in Eh: 0.3269
F_max in eV/A: 2.8
Structure (SMILES): [O-][NH2+]SP(O)O
Relative energy (zero: lowest compared OMol25 entry of this formula, charge and spin) in kcal/mol: 57.3

Last column: Löwdin charge in e.
Element x y z (Å)
O: -0.692 -0.880 2.795  -0.194
N: -0.421 -1.085 1.583  -0.504
S: -1.294 -0.188 0.092  0.574
P: 0.445 0.859 -0.482  0.480
O: -0.242 1.810 -1.535  -0.333
O: 1.315 -0.202 -1.412  -0.318
H: 0.542 -0.750 1.218  0.064
H: -0.600 -2.074 1.240  0.126
H: -0.231 2.696 -1.147  0.062
H: 1.177 -0.186 -2.353  0.043

Cartesian forces, eV/Å:
-0.4 0.5 0.3
1.6 -0.9 -1.9
-0.9 0.0 0.0
1.4 -1.9 1.4
-0.5 1.3 -1.2
-0.3 0.8 1.0
-0.9 -0.9 1.2
0.4 1.1 0.4
-0.2 0.1 -0.4
-0.4 0.0 -0.8

2.
The following is a DFT calculation (the ωB97M-V functional and the def2-TZVPD basis) of one molecule with the formula C5H7N2O3PS in a non-equilibrium geometry.

HOMO energy in Ha: -0.30512
HOMO-LUMO gap in Eh: 0.3091
F_max in eV/A: 3.8

Last column: Löwdin charge in e.
Element x y z (Å)
C: 2.024 -2.410 1.147  -0.174
C: 0.736 -1.759 1.321  -0.119
C: 3.025 -1.518 0.824  -0.400
C: 0.757 -0.432 1.049  -0.714
C: -1.328 1.367 -1.062  -0.356
N: -1.245 2.645 -0.719  0.154
N: -1.105 1.003 -2.301  0.174
O: -2.670 0.823 1.131  -0.276
O: -1.904 -1.117 -0.519  -0.321
O: -0.188 0.471 1.040  -0.181
P: -1.675 0.147 0.312  0.392
S: 2.389 0.127 0.775  1.003
H: 2.214 -3.397 1.316  0.063
H: -0.263 -2.219 1.764  0.161
H: 4.063 -1.772 0.574  0.066
H: -1.100 3.495 -1.265  0.133
H: -1.703 2.776 0.206  0.126
H: -0.964 1.749 -2.980  0.129
H: -1.063 0.019 -2.613  0.141

Cartesian forces, eV/Å:
-0.4 3.8 -0.2
-1.9 -1.3 1.1
-1.0 -0.2 0.2
2.8 -1.5 0.2
0.6 0.6 -0.7
-1.2 0.2 1.7
0.2 -0.1 -0.7
-0.6 0.5 0.8
1.3 2.1 2.2
-2.5 0.3 -0.2
-0.3 -1.8 -2.7
0.4 -0.9 -0.6
0.3 -2.5 0.3
2.4 0.7 -1.3
-0.6 0.4 0.3
0.0 -0.8 -0.2
0.7 0.2 -0.7
0.1 -0.6 0.0
-0.2 0.8 0.7

3.
The following is a DFT calculation (the ωB97M-V functional and the def2-TZVPD basis) of an isolated ion of composition C15H21FNO6 and charge +1.

HOMO energy in Ha: -0.45365
HOMO-LUMO gap in Eh: 0.2624
F_max in eV/A: 0.8
Structure (SMILES): CCOCCOCOC(=O)c1cc(F)[nH+]c(CCCC(=O)O)c1
Charge: +1

Last column: Löwdin charge in e.
Element x y z (Å)
C: 0.823 -1.599 3.890  -0.085
C: -0.078 -1.967 5.057  -0.254
O: -1.465 -1.979 4.770  -0.131
C: -1.859 -2.800 3.693  -0.188
C: -2.250 -1.926 2.523  -0.153
O: -2.809 -2.746 1.499  -0.051
C: -2.602 -2.332 0.221  -0.198
O: -1.415 -2.992 -0.292  0.058
C: -0.895 -2.502 -1.427  -0.432
O: -0.824 -3.105 -2.455  0.209
C: -0.257 -1.134 -1.316  -0.042
C: 0.331 -0.736 -0.121  0.113
C: 0.939 0.485 -0.109  -0.250
F: 1.530 0.975 0.931  0.208
N: 0.965 1.269 -1.193  0.243
C: 0.393 0.914 -2.377  -0.150
C: 0.486 1.867 -3.528  -0.082
C: 1.886 2.497 -3.706  -0.147
C: 1.902 4.029 -3.677  -0.092
C: 2.036 4.565 -2.274  -0.511
O: 3.036 4.508 -1.623  0.150
O: 0.887 5.171 -1.802  0.083
C: -0.224 -0.311 -2.438  0.091
H: 0.473 -0.702 3.381  0.064
H: 1.830 -1.442 4.274  0.083
H: 0.906 -2.422 3.178  0.070
H: 0.234 -2.924 5.486  0.125
H: 0.046 -1.222 5.840  0.123
H: -1.101 -3.535 3.419  0.132
H: -2.745 -3.357 3.999  0.138
H: -3.009 -1.222 2.871  0.142
H: -1.407 -1.335 2.156  0.096
H: -2.483 -1.243 0.163  0.141
H: -3.453 -2.637 -0.384  0.156
H: 0.348 -1.354 0.764  0.136
H: 1.472 2.147 -1.124  0.175
H: 0.222 1.290 -4.410  0.130
H: -0.278 2.639 -3.421  0.141
H: 2.285 2.185 -4.667  0.124
H: 2.581 2.094 -2.969  0.117
H: 0.989 4.442 -4.100  0.124
H: 2.732 4.395 -4.277  0.136
H: 0.494 4.689 -1.066  0.111
H: -0.676 -0.640 -3.361  0.150

Cartesian forces, eV/Å:
0.1 -0.4 0.0
0.1 0.2 0.2
0.1 0.1 -0.2
-0.2 -0.2 0.2
-0.2 0.1 0.1
0.1 0.0 -0.1
-0.5 0.2 0.4
0.2 0.0 -0.2
0.0 -0.3 -0.1
0.0 0.2 0.2
0.0 0.2 0.2
-0.1 -0.2 -0.1
-0.1 0.0 -0.4
0.3 0.3 0.6
-0.2 0.0 -0.2
0.1 0.2 0.1
0.2 -0.2 0.1
-0.1 0.0 -0.2
-0.2 0.4 -0.1
0.1 0.4 0.2
-0.2 -0.5 0.1
-0.3 -0.5 -0.6
-0.1 -0.1 0.1
0.0 0.2 0.1
0.1 0.2 0.0
-0.1 0.0 -0.1
0.0 -0.1 -0.1
-0.1 0.0 0.1
0.1 0.0 -0.1
0.0 -0.1 0.0
0.0 0.1 0.0
0.1 -0.1 -0.1
0.1 0.1 -0.1
0.1 -0.2 -0.1
0.0 -0.1 0.0
0.1 0.0 0.0
-0.1 0.1 -0.1
-0.1 0.0 0.1
0.0 -0.1 -0.1
0.2 0.1 0.0
0.0 -0.1 -0.2
0.2 0.0 0.1
0.3 0.4 0.4
0.0 0.0 0.0

4.
The following is a DFT calculation (the ωB97M-V functional and the def2-TZVPD basis) of an isolated ion of composition C22H26NO3 and charge +1 in a non-equilibrium geometry.

HOMO energy in Ha: -0.42893
HOMO-LUMO gap in Eh: 0.3469
F_max in eV/A: 1.0
Structure (SMILES): C[N@@H+]1[C@@H]2CC[C@H]1C[C@H](OC(=O)C(O)(c1ccccc1)c1ccccc1)C2
Charge: +1
Relative energy (zero: lowest compared OMol25 entry of this formula, charge and spin) in kcal/mol: 0.0

Last column: Löwdin charge in e.
Element x y z (Å)
C: 3.388 0.917 0.339  0.040
N: 2.511 -0.175 0.771  -0.080
C: 1.948 -0.014 2.143  -0.211
C: 3.143 -0.355 3.036  -0.100
C: 3.916 -1.414 2.232  -0.091
C: 3.185 -1.498 0.883  -0.210
C: 2.099 -2.589 0.839  -0.031
C: 0.722 -2.002 1.150  -0.242
O: 0.317 -1.291 -0.032  -0.006
C: -0.988 -0.989 -0.201  -0.406
O: -1.864 -1.467 0.456  0.178
C: -1.118 0.130 -1.227  -0.325
O: 0.172 0.345 -1.796  0.020
C: -1.540 1.309 -0.348  -0.165
C: -2.834 1.363 0.155  -0.014
C: -3.209 2.410 0.976  -0.049
C: -2.300 3.403 1.305  -0.072
C: -1.009 3.347 0.809  -0.074
C: -0.627 2.298 -0.011  -0.034
C: -2.142 -0.168 -2.303  -0.157
C: -2.487 -1.470 -2.636  -0.008
C: -3.390 -1.707 -3.657  -0.057
C: -3.943 -0.650 -4.359  -0.067
C: -3.587 0.651 -4.041  -0.059
C: -2.688 0.892 -3.019  -0.025
C: 0.783 -1.010 2.315  -0.023
H: 4.265 0.989 0.978  0.109
H: 3.709 0.739 -0.686  0.119
H: 2.846 1.859 0.374  0.108
H: 1.728 -0.254 0.090  0.157
H: 1.600 1.010 2.283  0.160
H: 2.818 -0.727 4.004  0.124
H: 3.754 0.527 3.221  0.119
H: 3.919 -2.379 2.732  0.122
H: 4.956 -1.122 2.095  0.121
H: 3.881 -1.629 0.054  0.162
H: 2.327 -3.379 1.552  0.135
H: 2.057 -3.040 -0.153  0.137
H: -0.015 -2.784 1.357  0.165
H: 0.043 0.806 -2.633  0.124
H: -3.536 0.584 -0.097  0.131
H: -4.216 2.452 1.360  0.112
H: -2.597 4.220 1.943  0.108
H: -0.298 4.121 1.056  0.105
H: 0.375 2.258 -0.414  0.101
H: -2.058 -2.300 -2.094  0.120
H: -3.661 -2.722 -3.904  0.110
H: -4.649 -0.838 -5.153  0.109
H: -4.012 1.479 -4.587  0.110
H: -2.419 1.909 -2.766  0.127
H: 0.894 -1.566 3.244  0.139
H: -0.170 -0.480 2.365  0.134

Cartesian forces, eV/Å:
0.4 0.5 -0.2
-0.4 0.1 -0.6
-0.3 0.2 0.9
0.0 0.1 0.0
0.1 0.1 0.0
0.5 -0.8 0.0
-0.4 0.2 -0.2
-0.3 -0.5 0.5
0.4 -0.2 0.0
0.0 -0.2 0.1
0.1 0.0 -0.2
-0.3 0.2 0.0
0.0 0.0 -0.1
0.1 0.1 -0.1
0.0 0.1 0.0
0.0 -0.1 0.0
0.1 0.1 0.0
0.0 0.1 0.1
0.1 -0.1 -0.1
0.1 -0.1 0.0
0.0 0.1 0.0
0.0 -0.1 0.0
0.0 0.0 0.0
0.0 0.1 -0.1
0.0 0.0 0.1
-0.2 -0.1 -0.4
0.0 -0.1 0.1
0.0 -0.1 0.0
-0.1 -0.1 0.0
0.2 0.1 0.1
0.0 -0.1 -0.2
-0.1 0.1 0.0
0.0 0.0 0.0
0.0 0.0 -0.1
0.0 0.0 0.0
-0.1 0.1 0.0
0.0 0.0 0.0
0.0 0.0 0.0
0.2 0.1 0.0
0.0 0.0 0.0
-0.1 -0.1 0.0
-0.1 0.0 0.0
0.0 0.1 0.1
0.0 0.1 0.0
0.0 0.0 0.0
0.0 -0.1 0.1
0.0 -0.1 0.0
-0.1 0.0 -0.1
0.0 0.1 -0.1
0.0 0.1 0.0
0.0 0.0 0.0
0.0 0.0 0.0

5.
The following is a DFT calculation (the ωB97M-V functional and the def2-TZVPD basis) of C37H35BrClF4IN2OPRuSi as an isolated structure.

HOMO energy in Ha: -0.36257
HOMO-LUMO gap in Eh: 0.2448
F_max in eV/A: 0.8
Charge: +1
Relative energy (zero: lowest compared OMol25 entry of this formula, charge and spin) in kcal/mol: 6.6

Last column: Löwdin charge in e.
Element x y z (Å)
Ru: 0.224 0.560 -0.439  0.712
F: -0.260 1.103 -7.349  0.165
C: 0.011 0.612 -6.155  -0.129
C: 0.268 -0.730 -5.991  -0.131
F: 0.246 -1.545 -7.031  0.159
C: 0.548 -1.226 -4.722  -0.195
F: 0.830 -2.526 -4.669  0.115
C: 0.558 -0.433 -3.590  -0.260
P: 0.746 -1.093 -1.834  0.962
C: 2.487 -1.592 -1.804  -0.337
C: 3.423 -0.620 -2.164  -0.092
C: 4.779 -0.893 -2.100  -0.062
C: 5.213 -2.140 -1.667  -0.065
C: 4.291 -3.106 -1.296  -0.061
C: 2.929 -2.835 -1.363  -0.092
C: -0.260 -2.611 -1.686  -0.342
C: 0.065 -3.845 -2.264  -0.095
C: -0.730 -4.957 -2.046  -0.055
C: -1.860 -4.863 -1.242  -0.058
C: -2.176 -3.658 -0.636  -0.054
C: -1.374 -2.545 -0.846  -0.132
C: 0.364 0.934 -3.809  -0.555
Br: 0.648 2.194 -2.435  0.971
C: 0.080 1.455 -5.052  -0.261
F: -0.097 2.755 -5.245  0.101
H: 3.093 0.359 -2.495  0.085
H: 5.496 -0.134 -2.383  0.112
H: 6.272 -2.356 -1.619  0.112
H: 4.627 -4.076 -0.956  0.111
H: 2.224 -3.596 -1.059  0.093
H: 0.949 -3.954 -2.870  0.098
H: -0.464 -5.902 -2.501  0.114
H: -2.477 -5.736 -1.073  0.113
H: -3.037 -3.582 0.014  0.112
H: -1.588 -1.621 -0.325  0.069
Cl: -5.639 4.176 -0.856  0.749
C: -4.097 3.608 -0.316  -0.590
C: -3.393 4.333 0.584  -0.158
C: -2.130 3.881 1.051  -0.629
I: -1.111 5.189 2.275  1.105
C: -1.620 2.679 0.640  -0.342
O: -0.432 2.201 1.091  -0.214
C: -2.314 1.961 -0.378  -0.146
N: -1.712 0.845 -0.918  -0.056
C: -2.341 0.185 -1.872  -0.117
C: -3.602 0.556 -2.372  -0.004
C: -4.202 1.666 -1.869  -0.001
C: -3.560 2.407 -0.854  -0.151
H: -3.787 5.270 0.951  0.096
H: -1.851 -0.690 -2.263  0.080
H: -4.057 -0.036 -3.153  0.122
H: -5.161 2.000 -2.239  0.099
C: 0.882 -1.697 1.388  -0.273
Si: 0.121 1.016 2.285  0.581
C: 1.776 1.747 2.844  -0.591
C: 2.536 2.235 1.602  -0.100
C: 1.660 2.928 3.817  -0.095
C: 2.640 0.663 3.504  -0.089
C: -1.266 0.697 3.519  -0.586
C: -2.438 0.081 2.735  -0.076
C: -1.786 1.947 4.244  -0.083
C: -0.808 -0.329 4.566  -0.077
H: 1.813 -3.189 2.437  0.102
H: 1.519 -1.776 3.351  0.072
H: 0.900 -2.383 0.546  0.071
H: 2.046 3.087 1.127  0.076
H: 2.670 1.446 0.852  0.057
H: 3.541 2.555 1.900  0.095
H: 1.161 3.779 3.360  -0.006
H: 2.662 3.254 4.118  0.091
H: 1.122 2.670 4.731  0.072
H: 2.886 -0.140 2.807  0.071
H: 2.189 0.231 4.398  0.070
H: 3.585 1.116 3.820  0.093
H: -2.876 0.785 2.021  0.073
H: -3.234 -0.200 3.433  0.097
H: -2.135 -0.816 2.190  0.071
H: -2.234 2.663 3.554  0.038
H: -1.012 2.469 4.805  0.067
H: -2.566 1.658 4.956  0.092
H: -0.631 -1.311 4.124  0.072
H: -1.601 -0.449 5.311  0.092
H: 0.085 -0.020 5.109  0.073
N: 1.349 -2.302 2.512  0.105
C: 0.397 -0.439 1.234  -0.329

Cartesian forces, eV/Å:
0.3 0.6 -0.4
0.0 0.0 -0.1
0.0 0.2 0.1
0.0 -0.1 0.2
0.0 -0.1 -0.1
0.0 0.0 -0.3
0.0 -0.1 0.2
0.0 -0.2 0.3
-0.1 0.2 -0.2
0.1 0.0 -0.1
0.0 0.0 0.0
0.0 0.0 0.0
0.0 0.0 0.0
-0.1 0.0 0.0
0.1 0.0 0.1
0.1 -0.2 -0.1
-0.1 0.1 0.0
0.0 0.0 0.0
0.0 -0.1 0.0
0.0 0.1 0.0
0.0 -0.1 0.0
0.0 0.0 -0.1
-0.1 0.3 0.2
0.1 -0.2 -0.2
0.0 0.1 0.1
0.0 0.0 0.0
0.0 0.0 0.0
0.0 0.0 0.0
0.0 0.0 0.0
0.0 0.0 0.0
0.0 0.0 -0.1
0.0 0.0 0.0
0.0 0.0 0.0
0.0 0.0 0.0
0.0 -0.1 0.1
0.1 0.0 0.0
-0.1 -0.1 -0.2
0.3 0.0 0.2
-0.5 0.2 -0.2
0.2 0.1 0.1
0.0 -0.1 0.0
0.5 -0.6 -0.3
0.1 -0.1 0.1
-0.2 0.0 -0.4
-0.4 0.2 -0.1
0.3 -0.2 0.1
-0.2 0.2 0.0
-0.2 0.0 0.0
0.0 0.0 0.0
0.0 0.1 -0.1
0.0 0.0 0.0
0.0 0.0 0.0
0.0 0.1 0.1
0.0 0.1 0.8
0.0 0.3 0.1
0.1 0.1 0.0
0.0 0.0 0.1
0.0 0.0 0.0
-0.3 0.3 0.1
-0.1 -0.1 0.0
0.0 0.0 0.0
0.0 0.0 0.0
0.0 0.0 0.0
0.0 0.0 0.0
-0.1 0.0 0.0
0.0 0.0 0.0
0.0 -0.1 0.0
0.0 0.0 0.0
0.0 0.0 0.0
0.0 0.0 0.0
0.0 0.0 0.0
0.0 0.0 0.0
-0.1 0.0 0.0
0.0 0.0 0.0
0.0 0.0 0.0
0.0 0.0 0.0
0.0 0.0 0.0
0.0 0.0 0.0
0.0 0.0 0.0
0.0 0.0 0.0
0.1 0.0 0.0
0.0 0.0 0.0
0.0 0.1 0.0
0.0 0.0 0.0
0.1 -0.5 0.1

6.
The following is a DFT calculation (the ωB97M-V functional and the def2-TZVPD basis) of a 2-piece molecular cluster, C10H16O2 overall in a non-equilibrium geometry.

HOMO energy in Ha: -0.30688
HOMO-LUMO gap in Eh: 0.3348
F_max in eV/A: 3.2
Structure (SMILES): CCc1ccc(O)cc1.CCO
Relative energy (zero: lowest compared OMol25 entry of this formula, charge and spin) in kcal/mol: 36.0

Last column: Löwdin charge in e.
Element x y z (Å)
C: 1.862 0.639 2.598  -0.099
C: 1.074 -0.169 1.516  -0.211
C: 0.638 0.739 0.385  -0.277
C: 1.232 0.676 -0.858  -0.051
C: 0.603 1.426 -1.883  -0.006
C: -0.491 2.269 -1.626  -0.332
O: -0.963 3.041 -2.618  0.059
C: -0.822 2.465 -0.285  -0.030
C: -0.255 1.766 0.760  -0.024
H: 1.225 1.313 3.173  0.058
H: 2.594 1.313 2.149  0.079
H: 2.368 -0.006 3.313  0.065
H: 1.849 -0.917 1.271  0.104
H: 0.317 -0.850 1.897  0.097
H: 1.982 -0.070 -1.073  0.111
H: 0.909 1.042 -2.843  0.110
H: -1.611 3.685 -2.322  0.107
H: -1.573 3.221 -0.056  0.113
H: -0.530 1.723 1.798  0.111
C: -0.521 -2.111 -1.119  -0.060
C: -1.420 -2.620 0.055  -0.304
O: -2.354 -3.627 -0.335  -0.090
H: 0.509 -2.190 -0.811  0.064
H: -0.951 -1.132 -1.352  0.069
H: -0.895 -2.630 -2.005  0.072
H: -0.740 -3.008 0.822  0.094
H: -2.078 -1.865 0.500  0.110
H: -1.959 -4.122 -1.051  0.063

Cartesian forces, eV/Å:
-0.9 0.2 0.2
2.2 -0.1 0.5
1.1 -0.1 2.0
-2.3 0.8 -0.3
0.3 -1.4 0.3
2.3 -0.3 1.1
-0.4 0.0 -1.0
-1.0 1.2 0.5
0.5 -2.2 -1.9
-0.2 -0.1 0.1
0.1 -0.3 -0.3
0.0 -0.1 0.0
-0.3 0.3 -1.0
-0.6 0.6 0.4
0.1 0.0 -0.1
-0.1 1.0 -0.7
-0.1 -0.1 0.3
0.0 0.0 -0.1
-0.5 0.8 0.1
-3.1 0.2 0.7
0.2 -0.3 -0.1
0.1 0.1 0.0
0.3 0.3 -0.7
1.1 0.4 0.2
1.0 -0.6 -0.1
-0.3 -0.1 0.2
0.6 0.2 -0.1
0.1 -0.3 -0.2

7.
The following is a DFT calculation (the ωB97M-V functional and the def2-TZVPD basis) of C5H8O2 as an isolated structure in a non-equilibrium geometry.

HOMO energy (alpha / beta) in Ha: -0.30978 / -0.30982
HOMO-LUMO gap (alpha / beta) in Eh: 0.3041 / 0.3041
F_max in eV/A: 1.0
Relative energy (zero: lowest compared OMol25 entry of this formula, charge and spin) in kcal/mol: 116.9

Last column: Löwdin charge in e.
Element x y z (Å)
C: -0.037 -0.353 1.541  -0.024
C: 0.202 0.094 0.122  -0.526
C: 1.391 0.605 -0.335  0.103
C: -0.704 1.857 -0.182  0.160
O: -0.643 -0.457 -0.865  -0.046
C: -0.771 -1.767 -1.079  -0.329
O: -0.162 -2.652 -0.552  0.093
H: 0.066 -1.438 1.643  0.085
H: -1.039 -0.041 1.829  0.086
H: 0.684 0.128 2.208  0.092
H: 2.154 0.894 0.392  0.093
H: 1.672 0.583 -1.380  0.087
H: -0.034 2.718 -0.335  -0.027
H: -1.225 1.715 -1.160  0.001
H: -1.553 -1.885 -1.846  0.152

Cartesian forces, eV/Å:
-0.1 0.1 0.0
-0.5 0.6 0.0
-0.4 0.2 -0.1
0.9 -0.5 0.0
-0.2 -0.2 -0.2
0.1 -0.3 0.0
0.0 0.2 -0.1
0.0 0.2 -0.2
0.0 -0.1 0.1
-0.1 0.0 -0.2
-0.5 0.2 -0.3
-0.2 0.0 0.0
0.2 0.0 0.5
0.7 -0.3 0.3
0.1 -0.2 0.1

8.
The following is a DFT calculation (the ωB97M-V functional and the def2-TZVPD basis) of an isolated ion of composition C3H6IN2 and charge +1 in a non-equilibrium geometry.

HOMO energy in Ha: -0.48809
HOMO-LUMO gap in Eh: 0.3285
F_max in eV/A: 3.5
Structure (SMILES): [H]/N=C1/[C@@H]([NH3+])[C@@H]1I
Charge: +1
Relative energy (zero: lowest compared OMol25 entry of this formula, charge and spin) in kcal/mol: 70.2

Last column: Löwdin charge in e.
Element x y z (Å)
H: 0.216 -2.763 -0.370  0.099
N: -0.293 -1.900 -0.570  0.213
C: 0.328 -0.868 -0.313  -0.492
C: -0.007 0.538 -0.343  -0.224
N: -1.355 0.937 0.070  0.190
C: 1.222 -0.195 0.617  -0.549
I: 3.186 0.362 0.054  0.913
H: 0.456 1.168 -1.175  0.161
H: -1.455 1.964 0.232  0.185
H: -1.655 0.238 0.922  0.262
H: -1.945 0.734 -0.796  0.201
H: 1.303 -0.216 1.672  0.042

Cartesian forces, eV/Å:
-0.2 0.1 0.5
-0.3 -1.4 -1.2
0.1 0.2 1.2
3.0 0.9 -0.2
-1.3 -1.7 0.5
0.0 1.8 -2.3
-0.1 0.0 -0.3
-0.9 -0.8 1.4
0.1 -1.0 0.5
0.4 2.5 -2.5
0.3 0.0 1.6
-1.0 -0.5 0.9